No. 1
{"formula": "C31H52HfP2", "method": "wB97M-V/def2-TZVPD", "elements": ["Hf", "C", "C", "C", "C", "C", "C", "H", "H", "H", "C", "H", "H", "H", "C", "H", "H", "H", "C", "H", "H", "H", "C", "H", "H", "H", "C", "C", "C", "C", "C", "C", "C", "C", "H", "H", "H", "H", "H", "H", "H", "H", "H", "H", "H", "H", "P", "C", "H", "H", "H", "C", "H", "H", "H", "C", "H", "H", "H", "P", "C", "H", "H", "H", "C", "H", "H", "H", "C", "H", "H", "H", "C", "C", "C", "C", "C", "C", "C", "H", "H", "H", "H", "H", "H", "H"], "positions_angstrom": [[1.075, 0.575, 0.407], [1.136, -1.789, 1.674], [1.384, -0.566, 2.441], [-0.921, -0.918, 2.275], [-0.274, -2.026, 1.685], [0.068, 0.025, 2.700], [2.203, -2.799, 1.415], [3.161, -2.321, 1.162], [1.954, -3.473, 0.583], [2.388, -3.435, 2.302], [-0.929, -3.331, 1.422], [-0.254, -4.034, 0.927], [-1.822, -3.230, 0.795], [-1.237, -3.791, 2.377], [-2.337, -0.854, 2.727], [-2.388, -0.967, 3.826], [-2.951, -1.649, 2.288], [-2.818, 0.106, 2.480], [-0.156, 1.191, 3.593], [-0.006, 0.927, 4.653], [-1.161, 1.609, 3.475], [0.546, 1.997, 3.371], [2.616, -0.333, 3.245], [2.608, -0.991, 4.131], [2.689, 0.697, 3.596], [3.527, -0.559, 2.672], [2.398, 1.455, -1.158], [3.161, 0.693, -0.097], [4.261, 1.370, 0.688], [3.834, 2.343, 1.812], [2.323, 2.533, 1.894], [1.636, 3.245, 0.923], [2.375, 3.887, -0.252], [2.702, 2.916, -1.402], [4.920, 1.891, -0.018], [4.360, 3.307, 1.670], [4.866, 0.587, 1.159], [3.763, 3.035, -1.682], [2.324, 0.945, -2.131], [3.483, -0.318, -0.360], [2.131, 3.215, -2.287], [1.764, 4.719, -0.642], [0.833, 3.941, 1.277], [3.318, 4.367, 0.067], [4.183, 1.954, 2.784], [2.032, 2.717, 2.960], [1.092, -1.294, -1.764], [0.449, -3.016, -1.770], [0.865, -3.530, -2.648], [-0.645, -3.051, -1.800], [0.772, -3.548, -0.869], [0.286, -0.688, -3.297], [0.427, -1.418, -4.105], [0.697, 0.277, -3.608], [-0.788, -0.547, -3.128], [2.799, -1.713, -2.341], [3.393, -0.826, -2.575], [2.744, -2.360, -3.230], [3.327, -2.252, -1.546], [-1.074, 2.080, -0.269], [-1.635, 3.156, 1.116], [-2.079, 4.083, 0.725], [-0.822, 3.414, 1.803], [-2.392, 2.609, 1.705], [-0.639, 3.205, -1.645], [0.252, 3.791, -1.406], [-1.473, 3.881, -1.883], [-0.402, 2.605, -2.533], [-2.756, 1.583, -0.795], [-3.354, 2.447, -1.136], [-3.271, 1.097, 0.044], [-2.689, 0.835, -1.593], [-2.578, -1.405, -0.879], [-3.672, -1.891, -1.588], [-4.982, -1.725, -1.041], [-6.102, -2.070, -1.791], [-5.941, -2.663, -3.059], [-4.667, -2.865, -3.593], [-3.535, -2.514, -2.873], [-1.565, -1.319, -1.291], [-2.740, -1.014, 0.120], [-5.106, -1.298, -0.032], [-7.107, -1.925, -1.402], [-6.810, -2.976, -3.645], [-4.524, -3.331, -4.568], [-2.523, -2.688, -3.238]], "e_lumo_ha": -0.3185, "charge": 2, "gap_ev": 3.4}

---

No. 2
{"formula": "C7H29O9", "method": "wB97M-V/def2-TZVPD", "elements": ["C", "O", "C", "C", "C", "C", "C", "C", "H", "H", "H", "H", "H", "H", "H", "H", "H", "H", "H", "H", "H", "H", "H", "O", "H", "H", "O", "H", "H", "O", "H", "H", "O", "H", "H", "O", "H", "H", "O", "H", "H", "O", "H", "H", "O"], "positions_angstrom": [[0.169, -1.619, -2.719], [-0.764, -1.180, -1.813], [1.139, -0.408, -2.939], [0.491, 0.985, -3.037], [0.684, 1.633, -1.670], [-0.360, 1.593, -0.855], [-0.200, 2.044, 0.592], [2.103, 1.648, -1.144], [0.843, -2.296, -2.196], [-0.413, -1.762, -3.659], [1.872, -0.327, -2.136], [1.749, -0.395, -3.783], [-0.523, 0.860, -3.426], [1.130, 1.399, -3.789], [-1.440, 1.333, -1.156], [0.773, 1.679, 0.989], [-0.445, 3.074, 0.691], [-0.823, 1.650, 1.382], [2.208, 2.458, -0.409], [2.770, 1.995, -1.941], [2.453, 0.734, -0.613], [-0.980, -2.345, 1.594], [-0.845, -3.866, 1.935], [-1.219, -3.082, 2.278], [1.088, -0.514, 1.077], [2.191, -0.582, 2.315], [1.963, -0.275, 1.385], [-2.771, 1.168, 3.430], [-2.193, 1.902, 2.285], [-2.081, 1.738, 3.287], [-0.492, -1.247, -0.872], [-1.105, -0.429, 1.195], [-0.520, -1.098, 0.867], [1.811, -3.522, 1.961], [2.239, -2.396, 1.119], [2.284, -3.379, 1.140], [-2.497, -1.564, 0.137], [-2.756, -2.188, -1.237], [-3.235, -1.888, -0.406], [2.612, 1.360, 2.223], [2.320, 2.483, 3.266], [2.135, 1.635, 3.034], [-4.341, 0.825, 1.038], [-3.414, 0.845, -0.103], [-3.611, 1.320, 0.683]], "e_lumo_ha": 0.1123, "charge": -1, "relative_energy_kcal_mol": 61.89, "gap_ev": 8.5}

---

No. 3
{"formula": "C40H90F2N6O4S2", "method": "wB97M-V/def2-TZVPD", "elements": ["C", "C", "C", "N", "C", "C", "C", "C", "C", "H", "H", "H", "H", "H", "H", "H", "H", "H", "H", "H", "H", "H", "H", "H", "H", "H", "H", "C", "C", "C", "N", "C", "C", "C", "C", "C", "H", "H", "H", "H", "H", "H", "H", "H", "H", "H", "H", "H", "H", "H", "H", "H", "H", "H", "C", "C", "C", "N", "C", "C", "C", "C", "C", "H", "H", "H", "H", "H", "H", "H", "H", "H", "H", "H", "H", "H", "H", "H", "H", "H", "H", "C", "C", "C", "N", "C", "C", "C", "C", "C", "H", "H", "H", "H", "H", "H", "H", "H", "H", "H", "H", "H", "H", "H", "H", "H", "H", "H", "C", "C", "C", "N", "C", "C", "C", "C", "C", "H", "H", "H", "H", "H", "H", "H", "H", "H", "H", "H", "H", "H", "H", "H", "H", "H", "H", "N", "S", "O", "O", "F", "S", "O", "O", "F"], "positions_angstrom": [[4.410, -3.195, 3.996], [4.068, -3.385, 2.528], [5.297, -3.043, 1.686], [5.096, -3.350, 0.126], [6.248, -2.519, -0.483], [3.745, -2.752, -0.382], [2.797, -3.932, -0.286], [3.682, -5.176, -0.420], [5.109, -4.852, -0.186], [5.458, -3.408, 4.209], [3.883, -3.942, 4.590], [3.998, -2.232, 4.296], [3.234, -2.742, 2.247], [3.793, -4.412, 2.288], [6.212, -3.613, 1.840], [5.428, -1.961, 1.663], [6.045, -1.488, -0.194], [6.199, -2.599, -1.568], [7.268, -2.651, -0.122], [3.944, -2.606, -1.444], [3.447, -1.818, 0.094], [1.991, -3.993, -1.017], [2.276, -3.994, 0.670], [3.568, -5.686, -1.377], [3.405, -5.961, 0.284], [5.675, -5.097, -1.085], [5.557, -5.354, 0.672], [4.288, 2.809, -7.280], [3.136, 2.344, -6.392], [1.885, 3.106, -6.747], [0.572, 2.579, -6.017], [0.222, 1.092, -6.181], [-0.696, 3.393, -6.505], [-1.688, 3.372, -5.254], [-0.899, 2.993, -4.033], [0.549, 2.996, -4.537], [4.193, 3.891, -7.193], [4.103, 2.480, -8.303], [5.274, 2.471, -6.961], [3.423, 2.466, -5.347], [2.973, 1.266, -6.408], [1.626, 3.010, -7.801], [1.908, 4.140, -6.404], [-0.711, 0.889, -5.657], [1.016, 0.513, -5.710], [0.161, 0.781, -7.224], [-1.046, 2.907, -7.416], [-0.471, 4.399, -6.857], [-2.521, 2.672, -5.315], [-2.177, 4.346, -5.211], [-1.132, 1.969, -3.742], [-1.231, 3.694, -3.268], [1.029, 2.179, -3.999], [0.966, 4.001, -4.473], [-3.689, -0.452, 3.561], [-4.098, 0.955, 2.951], [-3.067, 1.367, 1.860], [-3.350, 2.799, 1.284], [-3.351, 3.765, 2.512], [-4.758, 2.828, 0.544], [-4.459, 2.512, -0.905], [-2.962, 2.555, -1.136], [-2.414, 3.226, 0.136], [-2.685, -0.381, 3.981], [-3.722, -1.207, 2.775], [-4.437, -0.789, 4.279], [-4.087, 1.660, 3.782], [-5.103, 0.803, 2.558], [-2.942, 0.659, 1.041], [-2.064, 1.539, 2.253], [-4.327, 3.734, 2.996], [-3.412, 4.770, 2.095], [-2.489, 3.693, 3.175], [-5.052, 3.877, 0.566], [-5.559, 2.235, 0.986], [-5.045, 3.101, -1.612], [-4.822, 1.525, -1.189], [-2.731, 3.175, -2.002], [-2.542, 1.549, -1.155], [-2.342, 4.313, 0.119], [-1.437, 2.823, 0.404], [-6.886, -5.425, -0.360], [-5.572, -4.770, -0.045], [-4.561, -4.472, -1.347], [-3.374, -3.525, -0.968], [-3.929, -2.107, -0.569], [-2.445, -3.360, -2.201], [-1.253, -4.262, -1.975], [-1.049, -4.226, -0.456], [-2.440, -4.215, 0.118], [-6.892, -6.511, -0.455], [-7.092, -5.176, -1.401], [-7.645, -5.220, 0.395], [-5.082, -5.442, 0.660], [-5.806, -3.827, 0.451], [-5.171, -3.891, -2.039], [-4.070, -5.292, -1.873], [-4.581, -2.161, 0.302], [-4.349, -1.589, -1.432], [-2.980, -1.649, -0.291], [-1.990, -2.371, -2.142], [-3.002, -3.480, -3.131], [-0.339, -3.946, -2.477], [-1.546, -5.288, -2.200], [-0.502, -3.322, -0.189], [-0.420, -5.005, -0.024], [-2.473, -3.633, 1.039], [-2.755, -5.244, 0.289], [2.015, 0.009, 6.663], [2.507, 1.205, 5.890], [1.437, 1.622, 4.828], [1.765, 3.085, 4.258], [2.978, 2.965, 3.338], [1.950, 4.172, 5.305], [1.638, 5.478, 4.634], [0.807, 5.142, 3.469], [0.518, 3.646, 3.474], [2.780, -0.142, 7.424], [1.815, -0.838, 6.006], [1.080, 0.237, 7.176], [3.562, 1.162, 5.617], [2.525, 1.993, 6.643], [0.437, 1.718, 5.252], [1.325, 0.938, 3.987], [3.088, 3.957, 2.899], [2.936, 2.286, 2.486], [3.891, 2.632, 3.832], [2.969, 4.126, 5.689], [1.169, 3.882, 6.008], [2.527, 5.940, 4.204], [1.131, 6.133, 5.343], [1.375, 5.339, 2.560], [-0.009, 5.861, 3.398], [0.448, 3.014, 2.589], [-0.384, 3.515, 4.071], [-0.926, -0.597, -0.486], [0.064, -0.194, -1.468], [1.042, -1.202, -1.900], [0.452, 1.172, -1.575], [-0.865, -0.236, -2.806], [0.063, -0.478, 0.927], [0.016, 0.840, 1.544], [1.308, -1.223, 0.929], [-0.869, -1.378, 1.858]], "e_lumo_ha": -0.2775, "charge": 4, "gap_ev": 11.0}

---

No. 4
{"formula": "C4H6LuO2", "method": "wB97M-V/def2-TZVPD", "elements": ["O", "C", "H", "H", "C", "C", "C", "O", "Lu", "H", "H", "H", "H"], "positions_angstrom": [[0.797, 1.726, 0.367], [1.333, 0.856, -0.469], [-0.714, 1.463, 0.228], [0.880, 0.885, -1.481], [-1.749, 0.659, -0.002], [-1.264, -0.593, -0.113], [0.005, -0.992, 0.600], [1.212, -0.549, -0.029], [3.623, -0.410, 0.171], [-1.578, -1.262, -0.927], [-2.624, 0.895, -0.625], [0.119, -2.084, 0.653], [-0.042, -0.594, 1.627]], "e_lumo_ha": [-0.0097, -0.0264], "multiplicity": 2, "gap_ev": [6.9, 6.7]}